7 unconnected molecules or ions with the total composition C19H55Cl3O24P6 in a non-equilibrium geometry, computed with wB97M-V/def2-TZVPD.

The geometry in XYZ format:
```
107
Properties=species:S:1:pos:R:3:forces:R:3:mulliken_charge:R:1
Cl 0.571 0.424 1.259 -0.079 -0.119 -0.295 -0.09
Cl -2.167 -0.300 1.772 -0.205 -0.098 -0.086 -0.08
Cl -0.545 -1.994 -0.030 -0.125 0.447 0.010 -0.07
P 6.497 0.580 3.308 0.013 0.690 -0.022 1.09
P -6.017 3.135 0.238 1.627 0.420 -0.013 0.72
P -3.821 -1.909 -2.962 -0.979 -0.047 0.168 0.90
P 1.742 -2.481 4.988 0.884 0.013 0.021 0.79
P 0.122 4.697 -1.722 0.178 0.612 0.190 0.68
P 2.257 -4.896 -4.857 0.549 -0.385 0.056 0.97
O 6.760 -0.523 2.388 0.008 0.002 0.405 -0.72
O 1.258 -4.597 -3.663 -0.092 0.023 -0.370 -0.19
O -4.474 -2.679 -4.218 0.108 0.363 1.191 -0.36
O 1.735 -3.891 -5.997 -0.272 -0.080 0.720 -0.21
O 5.078 1.313 3.147 1.428 0.083 0.152 -0.30
O -4.453 -0.442 -3.030 0.726 0.081 -0.261 -0.13
O 6.532 0.255 4.885 -0.192 0.104 -0.839 -0.23
O 1.495 -1.588 3.850 -0.282 -0.448 0.184 -0.27
O -6.674 2.689 -1.137 -0.094 -0.040 0.216 -0.08
O -5.069 4.337 -0.299 -1.131 -0.327 0.106 -0.30
O -2.360 -1.920 -2.890 -0.306 0.223 -0.022 -0.48
O -4.607 -2.588 -1.741 0.271 -0.485 -1.177 -0.43
O -4.950 1.977 0.494 -0.843 0.122 0.195 -0.09
O 0.748 -2.291 6.224 0.395 -0.210 0.245 -0.30
O 1.734 -4.026 4.614 -0.114 0.822 0.133 -0.33
O -0.306 6.240 -1.764 0.708 -0.966 0.234 -0.35
O 3.691 -4.788 -4.538 -0.906 -0.180 -0.509 -0.72
O 3.181 -2.300 5.684 -1.108 0.044 -0.090 -0.31
O 7.563 1.770 3.181 -0.972 -0.583 -0.231 -0.37
O 1.801 -6.369 -5.326 0.266 1.158 0.465 -0.39
O -6.876 3.430 1.389 0.254 -0.191 -0.649 -0.75
O -0.936 3.775 -1.289 0.661 0.220 -0.342 -0.19
O 1.432 4.762 -0.780 -0.734 0.210 -0.020 -0.33
O 0.700 4.469 -3.176 -0.943 -0.307 0.077 -0.38
C -0.659 -2.446 6.051 -0.457 -0.280 -0.602 -0.71
C -4.223 -2.271 -0.402 -0.261 1.010 -0.020 -0.19
C -4.330 -2.087 -5.499 0.116 -0.313 -1.074 -0.69
C -0.572 -0.924 1.376 0.625 -0.277 0.481 0.49
C 1.999 3.536 -0.355 0.040 -1.626 -0.036 -0.44
C -0.637 6.887 -0.546 -0.915 1.778 0.156 -0.72
C 1.787 5.183 -3.748 0.768 0.110 0.493 -0.68
C 3.366 -1.089 6.444 0.257 0.125 0.116 -0.47
C -3.967 1.699 -0.502 1.109 -0.194 -0.176 -0.59
C 7.386 2.957 3.935 0.738 0.924 0.671 -0.63
C 1.984 -5.015 5.614 -0.033 -0.612 0.140 -0.71
C 0.414 -6.591 -5.573 -0.645 -0.339 -0.044 -0.66
C -5.867 -0.208 -3.134 0.338 -0.255 0.092 -0.67
C 1.263 -3.274 -3.099 0.323 0.576 -0.423 -0.49
C 3.890 0.565 2.993 -1.336 -0.410 -0.478 -0.54
C -7.749 3.449 -1.673 -0.939 0.558 -0.010 -0.84
C 2.362 -3.790 -7.262 1.032 -0.468 -0.308 -0.75
C -4.111 4.944 0.559 0.624 -0.278 0.230 -0.51
C 7.100 -0.925 5.403 0.099 -1.100 1.451 -0.68
H 2.142 5.964 -3.074 -0.075 0.028 -0.042 0.31
H -1.168 -1.490 6.155 0.170 0.080 -0.096 0.27
H -1.084 -3.139 6.777 0.403 0.029 0.219 0.26
H 1.860 -4.445 -7.974 -0.159 0.241 -0.085 0.26
H -0.858 -2.874 5.066 -0.166 0.201 -0.009 0.30
H 1.275 2.716 -0.287 -0.339 0.362 -0.202 0.07
H -4.258 2.039 -1.491 -0.118 -0.100 -0.022 0.40
H 2.738 3.186 -1.081 0.212 0.274 0.147 0.30
H 3.410 -4.108 -7.221 -0.091 -0.092 0.211 0.35
H -0.003 7.764 -0.390 0.438 -0.355 -0.112 0.28
H -3.231 -1.822 -0.387 0.108 -0.377 0.127 -0.16
H 8.327 3.200 4.440 0.003 -0.339 -0.032 0.27
H 4.012 -0.519 3.009 0.279 0.079 0.370 0.35
H 3.152 0.890 3.727 0.251 -0.182 0.232 0.28
H -4.025 4.422 1.515 -0.162 0.025 0.010 0.33
H 2.211 -2.785 -3.333 0.106 -0.072 0.299 0.39
H -3.498 -1.390 -5.597 0.066 0.018 0.350 0.32
H 7.954 -0.736 6.061 0.094 0.514 -0.365 0.29
H 7.403 -1.698 4.699 -0.219 0.391 -0.491 0.35
H -6.350 -1.149 -3.398 -0.342 0.156 0.145 0.43
H 6.365 -1.366 6.087 -0.081 -0.053 -0.287 0.17
H 2.601 4.470 -3.886 -0.015 0.056 -0.125 0.27
H 2.456 -0.494 6.488 -0.013 -0.011 -0.005 0.36
H 0.285 -6.848 -6.623 0.005 -0.030 0.000 0.27
H -6.045 0.538 -3.907 0.138 -0.055 -0.065 0.23
H 4.158 -0.490 5.997 -0.020 -0.098 -0.132 -0.05
H -4.153 -2.901 -6.202 0.086 -0.024 0.060 0.27
H -0.223 -1.524 2.209 -0.029 0.111 0.089 -0.24
H 0.489 -2.650 -3.546 -0.266 -0.298 0.060 0.30
H 0.062 -7.412 -4.948 0.252 -0.141 -0.076 0.28
H -3.002 2.146 -0.250 -0.235 0.445 0.097 0.32
H 2.404 -2.756 -7.596 -0.500 0.027 0.086 0.24
H -5.241 -1.595 -5.844 -0.127 0.101 0.412 0.26
H 7.208 3.825 3.298 -0.403 -0.320 -0.228 0.27
H 1.127 -3.337 -2.025 0.012 -0.180 0.003 0.03
H 2.775 -5.663 5.244 0.085 0.070 0.025 0.27
H -4.342 5.991 0.748 -0.195 -0.030 -0.117 0.33
H 3.660 -1.367 7.455 -0.049 -0.031 -0.002 0.31
H -3.143 4.853 0.061 -0.032 0.138 -0.008 0.06
H -8.651 2.841 -1.751 0.212 -0.250 0.031 0.28
H 6.631 2.882 4.717 -0.179 -0.112 -0.223 0.28
H -4.305 -3.152 0.229 0.153 -0.080 -0.165 0.31
H -0.663 6.322 0.382 0.212 -0.607 -0.347 0.31
H 2.422 3.568 0.648 0.187 0.716 -0.144 0.31
H 1.092 -5.625 5.755 -0.099 0.103 -0.118 0.27
H -1.621 7.345 -0.692 -0.105 -0.361 0.083 0.29
H -3.734 0.636 -0.500 -0.550 -0.100 -0.112 0.03
H 3.414 0.757 2.026 0.422 0.242 -0.059 0.13
H -0.240 -5.754 -5.326 0.344 0.248 -0.077 0.31
H 1.531 5.632 -4.705 -0.360 -0.146 0.037 0.27
H -4.919 -1.502 -0.051 0.016 -0.165 0.182 0.26
H -8.020 4.292 -1.033 0.202 -0.032 0.059 0.35
H -6.207 0.202 -2.184 -0.168 -0.202 0.000 0.17
H 2.266 -4.610 6.585 0.083 0.254 -0.124 0.32
H -7.522 3.844 -2.662 0.374 -0.167 0.038 0.28
```
Positions in Å, forces in eV/Å.

M: 959.828 g mol⁻¹
charge: 0
gap between HOMO and LUMO: 0.3938 hartree
HOMO level: -10.22 eV
2S+1: 1
ΔE to the lowest compared entry with this formula, charge and spin: 0.0 kJ/mol